(1)
A molecular structure, C8H10MgN2S, computed with ωB97M-V with the def2-TZVPD basis set.

```
22
Properties=species:S:1:pos:R:3:forces:R:3:nbo_charge:R:1
S -0.09824 -0.04498 4.87956 -0.3 -0.1 1.9 -0.358
Mg 0.01289 0.04545 0.08947 -0.1 -0.3 -0.3 1.688
N -1.51545 -1.27278 0.15299 -1.3 2.9 0.7 -1.266
N 0.42293 0.16106 2.10574 -0.9 -0.2 7.0 -0.707
C 0.55020 0.83019 -2.20954 -0.3 1.3 -0.1 -0.317
C -0.40722 -2.17811 0.03482 0.5 -3.4 -1.0 -0.324
C -0.95200 1.92920 -0.84915 0.4 0.4 -0.5 -0.436
C 1.30232 1.61669 -1.28090 -1.0 0.5 -0.5 -0.422
C -0.83291 1.01485 -1.93867 0.7 1.1 -0.6 -0.369
C 0.83651 -1.77272 -0.81585 0.3 1.2 0.5 -1.092
C 0.36570 2.30584 -0.43880 0.0 -0.1 -0.9 -0.428
C 0.20175 0.08103 3.32336 1.5 0.5 -8.2 0.111
H -1.88730 2.34457 -0.47187 0.3 -0.3 0.1 0.201
H 0.85045 -2.00564 -1.88093 -0.5 0.1 -0.1 0.153
H -2.26446 -1.24719 0.90519 2.0 -1.0 -0.8 0.330
H 1.88495 -1.86904 -0.47629 -0.6 -0.4 0.6 0.163
H 0.07224 -2.64978 0.90505 -0.6 0.0 0.7 0.139
H -1.65484 0.61692 -2.53582 0.3 -0.1 0.5 0.204
H 0.96445 0.23874 -3.02745 -0.2 0.0 0.6 0.200
H 0.61434 3.05704 0.30450 -0.1 -0.3 0.1 0.201
H 2.38109 1.74420 -1.28378 -0.2 -0.2 0.2 0.194
H -0.84719 -2.94566 -0.59243 0.1 -1.5 0.2 0.135
```
Forces are in eV/Å.

Computed properties:
LUMO energy = 5.093 eV
net charge = -2
orbital gap = 3.6 eV

---

(2)
C8H10N2O2 in the gas phase, computed with ωB97M-V with the def2-TZVPD basis set.

```
22
Properties=species:S:1:pos:R:3:forces:R:3:nbo_charge:R:1
O -0.18559 -0.58804 -3.12773 -1.1 0.7 1.0 -0.664
O -1.43583 -1.42344 1.88081 0.7 0.5 -0.3 -0.547
N -2.79099 0.52823 -1.96300 0.9 -0.2 4.0 -0.374
N -3.73010 0.95522 -0.99093 -0.8 0.1 -3.6 -0.235
C -2.02654 0.00845 0.09356 0.7 -0.2 -0.7 -0.189
C -1.70457 -0.00526 -1.29188 -0.3 -0.8 0.9 0.049
C 0.70401 1.24982 0.72529 1.0 2.4 -1.0 -0.702
C 1.42211 -1.08357 1.49443 -2.7 -0.6 -2.4 -0.656
C -0.57884 -0.69915 -1.79793 0.9 -0.6 -0.9 0.119
C -3.33974 0.54854 0.16521 1.6 0.1 1.1 -0.011
C -1.04956 -0.55840 1.07914 -1.8 -0.4 0.0 0.412
C 0.31531 -0.12416 0.98062 1.3 -1.6 1.4 0.112
H 1.22395 -2.10269 1.06255 0.0 0.7 0.8 0.219
H 0.06507 -1.48532 -1.31964 -1.3 1.2 0.4 0.191
H 2.27660 -0.76390 0.98909 1.9 0.6 -0.3 0.208
H -0.12050 1.89914 0.53429 -1.2 0.1 -0.4 0.234
H 1.32975 1.42400 -0.22717 -0.3 -0.5 1.6 0.231
H -2.79887 0.64728 -2.94012 -0.8 0.6 -0.9 0.417
H 0.57422 -1.15094 -3.15572 0.7 -0.4 -0.7 0.482
H -3.91449 0.82268 1.05999 0.3 -0.3 -0.6 0.227
H 1.51629 -1.12162 2.54544 0.1 0.0 1.1 0.238
H 1.13046 1.81987 1.61041 0.3 -1.2 -0.8 0.238
```
Forces are in eV/Å.

Computed properties:
LUMO energy (spin up / spin down) = -0.752 / -0.389 eV
net charge = 0
orbital gap (spin up / spin down) = 6.6 / 8.1 eV

---

(3)
C8H10N2O2 in the gas phase, computed with ωB97M-V with the def2-TZVPD basis set.

```
22
Properties=species:S:1:pos:R:3:forces:R:3:nbo_charge:R:1
O -3.58881 -1.96714 0.12872 -0.8 -0.5 0.6 -0.545
O -3.10391 0.22709 0.48424 -1.9 0.5 2.8 -0.516
N -1.31833 0.45492 -0.81524 -0.6 1.1 -0.1 -0.399
N -1.80489 2.35648 0.42654 1.5 -2.1 -2.1 -0.610
C -0.09702 1.00078 -0.38602 -0.5 0.3 0.8 0.128
C 1.15160 0.23771 -0.71834 1.5 3.6 -1.6 -0.428
C -2.92075 -1.00466 -0.06156 1.7 0.3 -1.6 0.693
C 1.50191 -0.76708 0.30394 -0.7 -2.3 0.6 -0.493
C -2.41541 1.19012 -0.20312 -1.2 1.8 -4.2 0.419
C -0.37427 2.07227 0.41274 -1.0 -1.5 -1.4 -0.082
C -1.74546 -0.82647 -0.89316 0.3 -0.5 0.0 -0.108
C 0.44854 -1.81255 0.51401 -1.7 1.8 1.3 -0.297
H 0.27682 2.71596 0.92896 0.7 0.6 0.3 0.219
H 1.55142 -0.45469 1.32402 0.5 1.5 0.5 0.227
H -3.19203 1.53819 -1.11123 1.8 -0.5 2.3 0.144
H 0.58980 -2.84501 0.34208 -0.1 -0.9 -0.1 0.185
H -2.18585 2.52278 1.29377 -0.9 0.7 2.4 0.384
H 1.13065 -0.20143 -1.80045 0.0 0.8 2.0 0.233
H -1.25437 -1.53922 -1.48784 0.3 -0.8 -0.5 0.225
H 1.94759 1.11804 -0.68137 -1.1 -2.0 -0.4 0.230
H 2.43344 -1.23017 0.09002 1.0 -0.4 -0.4 0.213
H -0.37302 -1.41773 1.21526 1.2 -1.3 -1.2 0.177
```
Forces are in eV/Å.

Computed properties:
LUMO energy (spin up / spin down) = -0.463 / 0.206 eV
net charge = 0
orbital gap (spin up / spin down) = 7.4 / 7.5 eV

---

(4)
C8H10N2O2S in the gas phase, computed with ωB97M-V with the def2-TZVPD basis set.

```
23
Properties=species:S:1:pos:R:3:forces:R:3:nbo_charge:R:1
S 0.45623 1.53824 1.73905 -0.6 2.2 -0.5 1.673
O 1.82917 0.88905 2.24641 1.0 1.5 0.2 -0.700
O 0.86095 2.77769 1.05565 -0.5 -1.3 0.4 -0.922
N -0.77178 -0.82625 -1.08626 -0.5 -1.1 -0.7 -0.487
N 0.16157 0.27654 0.66132 4.0 -1.8 0.7 -0.675
C 2.46362 -0.49545 -0.35965 -1.5 -1.6 0.2 -0.647
C 1.95761 -0.47240 2.06890 0.4 -1.8 -0.3 -0.089
C -2.88296 0.90846 -1.07612 0.7 -2.9 -1.2 -0.132
C -0.83989 0.19805 -0.25418 -0.5 -0.5 0.8 0.381
C -2.88882 -0.19551 -1.97244 3.1 0.4 2.8 -0.287
C -1.83259 -1.10525 -1.88615 -0.3 3.4 1.0 0.060
C -1.93631 1.05173 -0.12403 -0.1 0.4 -0.9 -0.294
C 1.34439 -0.79410 0.69261 0.8 3.2 0.5 -0.024
H -3.58178 -0.40078 -2.66828 -2.7 -0.2 -2.2 0.207
H 1.34087 -0.91162 2.82453 -0.1 -0.9 0.7 0.175
H -1.87177 -1.91540 -2.55894 0.7 -1.2 -0.3 0.194
H 1.96757 -0.67440 -1.32052 0.3 1.1 -0.2 0.241
H -2.12828 1.88598 0.53197 0.9 -0.1 0.5 0.235
H 2.84521 0.49601 -0.06142 0.0 -0.4 -1.0 0.234
H 3.24508 -1.29180 -0.37994 -0.4 0.7 0.6 0.217
H 0.84772 -1.71143 0.75502 -0.4 -1.6 -0.7 0.224
H 3.05271 -0.80598 2.19892 -1.7 0.7 -0.3 0.213
H -3.63852 1.57861 -1.02646 -2.5 1.9 -0.3 0.203
```
Forces are in eV/Å.

Computed properties:
LUMO energy = 0.693 eV
net charge = 0
orbital gap = 9.3 eV

---

(5)
2 unconnected molecules or ions with the total composition C8H10N2O2S, computed with ωB97M-V with the def2-TZVPD basis set.

```
23
Properties=species:S:1:pos:R:3:forces:R:3:lowdin_spin:R:1
S -2.56939 -1.53276 -0.34420 -0.7 0.3 -0.5 0.000
O -1.65005 -2.50112 0.17142 0.2 -0.5 -0.4 0.001
O -3.90200 -1.87774 -0.73498 -0.1 -0.3 0.3 0.000
N -2.01593 2.23463 -0.57422 -1.6 -1.0 -0.1 0.000
N 1.43066 0.86162 -0.05003 -1.1 0.6 -1.3 0.082
C 2.06364 1.07758 1.06505 0.0 1.9 1.7 0.526
C -1.94406 -0.21780 -1.28090 -1.8 0.5 2.1 0.002
C -2.74869 0.93324 -0.61190 1.5 1.2 0.0 0.000
C 2.90175 0.01981 1.62348 1.8 -2.5 1.0 0.421
C 1.61651 -0.23475 -0.68147 -2.6 1.6 -3.1 0.367
C 3.03990 -1.15012 0.86981 0.9 1.1 1.0 0.045
C 2.44179 -1.34620 -0.38064 1.6 -0.3 2.3 0.475
C -2.24545 -0.03406 0.38407 -0.4 -0.8 -0.8 0.000
H 3.55758 0.05409 2.57373 -1.5 0.4 -1.7 0.015
H -1.42544 -0.09647 1.06549 0.4 0.9 0.4 0.000
H -1.78864 2.52957 0.36843 0.3 -0.2 -0.5 0.000
H -1.29743 2.35410 -1.26923 0.1 -0.1 0.3 0.000
H 3.79854 -1.70999 1.35013 0.4 -1.6 -0.2 -0.007
H 1.07773 -0.27374 -1.63074 -0.1 -0.2 0.1 0.012
H 2.00263 2.08438 1.44982 0.2 0.0 0.3 0.028
H -3.83048 1.02308 -0.74827 0.4 -0.2 -0.2 0.000
H 2.44041 -2.13611 -1.07762 0.4 -1.1 -0.1 0.028
H -0.95357 -0.06126 -1.53721 1.7 0.2 -0.6 0.001
```
Forces are in eV/Å.

Computed properties:
LUMO energy (spin up / spin down) = 0.720 / -3.139 eV
net charge = 0
⟨S²⟩ = 2.0454
2S+1 = 3
orbital gap (spin up / spin down) = 6.5 / 6.7 eV

---

Calculated values (eV/Å) of largest force on an atom for the records, taken in order: 8.39; 4.12; 4.71; 4.49; 4.33.
Calculated values (kcal per mole) of energy relative to the best compared isomer or geometry (same formula, charge and spin) for the records, taken in order: 22.2; 111.1; 126.2; 64.2; 54.3.